# 1
The following is a DFT calculation (ωB97M-V/def2-TZVPD) of a structure of composition C26H28Cl40N4 at a distorted geometry.

The geometry in XYZ format:
```
98
Properties=species:S:1:pos:R:3:mulliken_charge:R:1
C 11.5428 15.0046 15.5088 -0.727
C 11.3259 13.4907 15.5121 -0.037
C 10.6411 13.1475 14.2175 -0.211
C 11.5478 13.4364 13.0795 -0.083
N 12.2925 13.4564 12.2340 -0.383
H 12.1979 15.3297 14.6341 -0.043
H 12.0621 15.2875 16.4088 0.155
H 10.6316 15.5416 15.4764 0.487
H 10.6895 13.3227 16.3788 0.221
H 12.2690 13.0053 15.6725 0.079
H 9.6414 13.6334 14.0077 0.364
H 10.4732 12.0597 14.2170 0.318
C 18.2068 8.7770 16.0485 -0.689
C 19.1168 7.5290 16.0625 -0.626
C 19.9927 7.2534 17.3135 -0.426
C 20.8640 8.3148 17.7484 0.280
N 21.5486 9.0696 18.2740 -0.453
H 17.5218 8.8676 16.8553 0.356
H 17.5374 8.6425 15.2532 0.385
H 18.7674 9.7157 15.9982 -0.027
H 19.7850 7.4904 15.2209 0.319
H 18.5473 6.5977 15.9139 0.340
H 20.6542 6.4350 17.0347 0.290
H 19.3813 7.0253 18.1859 0.265
C 22.7173 12.1130 16.2951 -1.050
C 22.1958 11.5374 14.9521 -0.615
C 20.7949 11.9364 14.6627 0.774
C 20.6447 13.3639 14.3788 -0.008
N 20.5187 14.5014 14.1947 -0.454
H 23.8196 11.9840 16.3742 0.330
H 22.3046 11.5941 17.1489 0.199
H 22.5082 13.1283 16.4201 0.358
H 22.3520 10.4758 14.9634 0.384
H 22.8875 11.8930 14.1687 0.331
H 20.0467 11.7823 15.4531 -0.485
H 20.3614 11.4114 13.8183 0.265
C 7.7593 15.8643 20.1060 -0.914
C 6.5358 15.8935 19.1049 -0.448
C 6.1532 14.5072 18.5927 -0.505
C 7.2163 13.8323 17.8115 0.286
N 8.0942 13.4984 17.1675 -0.427
H 8.1888 16.8492 20.1949 0.351
H 8.5196 15.1335 19.8023 0.091
H 7.4639 15.5272 21.0684 0.357
H 6.7236 16.6559 18.3317 0.329
H 5.6856 16.2738 19.6377 0.314
H 5.2222 14.4878 18.0537 0.349
H 6.0583 13.8722 19.5020 0.221
C 17.4609 20.1316 13.1625 0.172
Cl 18.8294 19.2079 13.7238 -0.056
Cl 16.1114 19.0225 13.2948 0.045
Cl 17.2079 21.5365 14.1716 -0.112
Cl 17.6555 20.6844 11.5239 -0.083
C 15.9398 18.5032 18.3855 0.071
Cl 17.0461 18.2152 16.9492 -0.022
Cl 15.7124 16.8955 19.1724 -0.020
Cl 16.6621 19.6215 19.4839 -0.074
Cl 14.3325 19.0465 17.7497 -0.058
C 18.4248 13.2737 18.4049 0.135
Cl 19.3302 11.8350 18.8081 -0.063
Cl 17.1985 12.6994 17.3375 0.032
Cl 17.5042 13.9513 19.8801 -0.130
Cl 19.3879 14.5170 17.6512 -0.036
C 13.5900 9.1621 13.5552 0.224
Cl 13.1503 10.7209 12.9032 -0.031
Cl 14.1471 9.3298 15.1946 -0.098
Cl 12.2139 8.1183 13.5573 -0.114
Cl 14.7982 8.4268 12.4860 -0.102
C 13.1082 16.6982 9.1435 0.197
Cl 14.7148 17.2485 9.5331 -0.057
Cl 12.5577 17.4519 7.6955 -0.106
Cl 13.0222 14.9517 8.9594 -0.069
Cl 12.1306 17.2362 10.5075 -0.038
C 12.6884 13.0656 19.3946 0.106
Cl 13.6762 12.9282 20.8833 -0.121
Cl 11.5723 14.4923 19.5879 -0.113
Cl 13.7471 13.3771 18.0595 0.170
Cl 11.7107 11.6660 19.2748 -0.096
C 17.2096 11.8649 10.8566 0.042
Cl 15.7744 12.9135 10.9377 0.023
Cl 16.9784 10.6732 9.5461 -0.111
Cl 18.6744 12.7655 10.5052 -0.053
Cl 17.3311 10.9131 12.3615 0.006
C 19.7253 16.9992 10.0135 0.170
Cl 19.3445 16.2021 8.4885 -0.100
Cl 20.9731 16.1418 10.8518 -0.053
Cl 20.0564 18.6941 9.6597 -0.090
Cl 18.1955 16.8829 11.0556 0.081
C 11.5125 19.8629 13.8942 0.195
Cl 12.4389 18.5981 14.6612 0.065
Cl 12.5205 21.1732 13.2398 -0.072
Cl 10.4032 19.1864 12.6625 -0.109
Cl 10.4230 20.5398 15.2090 -0.143
C 15.5839 15.0700 14.3930 -0.396
Cl 15.1624 13.3763 14.4406 0.185
Cl 14.9262 15.7493 15.8874 0.230
Cl 17.3390 15.3119 14.3731 0.185
Cl 14.7405 15.8203 13.0291 0.208
```

Summary:
E_LUMO   0.13 eV
HOMO energy   -10.71 eV
Frontier orbital gap   10.841 eV


# 2
The following is a DFT calculation (ωB97M-V/def2-TZVPD) of a structure of composition CH3BO4 at a distorted geometry.

The geometry in XYZ format:
```
9
Properties=species:S:1:pos:R:3:nbo_charge:R:1
B 0.4758 0.1594 0.4731 1.239
C -1.9470 0.7567 -0.7046 0.715
O -2.4390 0.9263 -1.7235 -0.410
O 1.7842 -0.3745 0.4681 -0.918
O -0.1461 0.7641 1.5038 -0.933
O -0.2123 0.1101 -0.7727 -0.907
H -2.0113 0.8133 0.3511 0.205
H 1.8156 -0.9783 -0.3132 0.503
H 0.4020 0.9544 2.2695 0.507
```

Summary:
E_LUMO   0.43 eV
HOMO energy   -10.62 eV
Frontier orbital gap   11.051 eV


# 3
The following is a DFT calculation (ωB97M-V/def2-TZVPD) of a cluster of 2 separate species, C2H10N2O in total at a distorted geometry.

The geometry in XYZ format:
```
15
Properties=species:S:1:pos:R:3:nbo_charge:R:1
N -2.1930 -2.3202 0.6032 -0.830
C -1.3714 -1.1040 0.3289 -0.227
C 0.0888 -1.3276 0.6634 -0.227
N 0.8225 -0.0681 0.3144 -0.831
H -3.1209 -2.2248 0.2130 0.354
H -1.7303 -3.0608 0.0949 0.344
H -1.8204 -0.3047 0.9157 0.182
H -1.4250 -0.8567 -0.7346 0.173
H 0.2224 -1.6506 1.7021 0.173
H 0.5351 -2.1291 0.0664 0.177
H 0.2328 0.7173 0.5859 0.354
H 1.6701 -0.1469 0.8611 0.358
O 2.5653 4.5716 -1.6214 -0.934
H 2.2717 5.4752 -1.7455 0.468
H 3.2521 4.4293 -2.2475 0.467
```

Summary:
E_LUMO   1.08 eV
HOMO energy   -9.23 eV
Frontier orbital gap   10.308 eV


# 4
The following is a DFT calculation (ωB97M-V/def2-TZVPD) of a structure of composition C16H47O8S7 at a distorted geometry.

The geometry in XYZ format:
```
78
Properties=species:S:1:pos:R:3:mulliken_charge:R:1
C 0.2574 -0.0266 0.2569 -0.739
C -0.6915 0.7045 -0.7050 2.125
O -2.0421 0.7206 -0.3736 -1.002
H 1.2809 0.3419 0.1888 3.226
H 0.1699 -1.0809 -0.0055 -0.321
H 0.0336 0.0928 1.3170 -1.217
H -0.5965 0.2717 -1.7008 -3.619
H -0.4621 1.7642 -0.8170 -1.038
C 1.4980 1.1330 -5.2364 -1.099
S 0.6094 -0.4412 -4.6854 0.165
O 1.7539 -1.2462 -4.1299 -0.522
C -0.2949 0.4110 -3.2621 -1.268
H 0.7636 1.8704 -5.5605 0.366
H 2.2384 0.8753 -5.9936 0.376
H 2.0428 1.6560 -4.4503 0.336
H -0.9332 -0.3139 -2.7570 1.635
H -0.9573 1.2205 -3.5685 0.719
H 0.5030 0.8387 -2.6550 0.495
C -1.0067 3.5274 -0.6278 0.056
S -2.8391 3.6341 -0.2484 0.242
O -3.2096 2.3571 0.4656 -0.346
C -2.5405 4.9012 1.1206 -0.943
H -0.8563 2.7172 -1.3412 -0.370
H -0.4379 3.2322 0.2540 -0.014
H -0.6091 4.4539 -1.0420 0.513
H -1.5740 4.7588 1.6041 0.214
H -3.2567 4.9033 1.9422 0.311
H -2.7562 5.8409 0.6121 0.356
C 0.7521 0.8527 2.6655 -1.103
S -0.5112 2.1948 2.7039 -0.098
O -1.5430 1.7623 1.6532 0.041
C -1.2711 1.6545 4.3623 -0.945
H 1.3833 0.9074 3.5525 0.764
H 1.4036 0.6690 1.8111 0.912
H 0.2592 -0.1195 2.6751 -0.783
H -0.4848 1.7128 5.1150 0.404
H -1.6425 0.6422 4.2029 0.069
H -2.0388 2.2875 4.8073 0.406
C -2.7392 -2.4816 1.2512 -1.368
S -1.2877 -1.3229 1.2590 1.661
O -1.8704 -0.0448 1.8421 -0.763
C -0.4353 -1.9922 2.7849 -1.720
H -3.2802 -2.2191 2.1604 0.390
H -2.4479 -3.5311 1.2957 0.366
H -3.2598 -2.4492 0.2941 0.439
H -0.2975 -3.0696 2.6934 0.345
H -1.1975 -1.6705 3.4947 0.431
H 0.4671 -1.4853 3.1266 0.716
C 4.1175 -1.0366 3.4493 -1.125
S 2.4837 -0.3006 3.0115 0.495
O 2.7489 1.1915 3.0265 -0.719
C 2.3994 -0.8669 1.2556 -0.438
H 4.8114 -0.6375 2.7095 0.297
H 3.9729 -2.1120 3.3461 0.330
H 4.5377 -0.9270 4.4491 0.360
H 3.2717 -0.4480 0.7538 0.476
H 1.5966 -0.4883 0.6229 -1.974
H 2.4452 -1.9544 1.1986 0.728
C 1.7276 -0.5319 -2.0257 -1.602
S 2.5875 -1.6300 -0.8763 0.265
O 1.5892 -1.8397 0.2577 -0.651
C 2.4803 -3.0167 -2.0259 -0.957
H 1.4173 0.4391 -1.6398 0.699
H 0.8274 -0.9593 -2.4673 -0.422
H 2.3721 -0.3053 -2.8751 1.296
H 3.3044 -3.6930 -1.7989 0.450
H 2.6485 -2.7087 -3.0579 0.345
H 1.4455 -3.3332 -1.8950 0.137
C -2.9701 -0.9322 -1.7597 -0.489
S -2.3788 -2.6641 -2.0013 0.157
O -2.4197 -2.8304 -3.5041 -0.690
C -0.6554 -2.1476 -1.4387 0.328
H -3.2669 -0.7627 -0.7247 0.226
H -3.8425 -0.7330 -2.3820 0.733
H -2.3101 -0.1519 -2.1388 0.207
H -0.5987 -1.8211 -0.4003 0.702
H -0.3711 -1.1892 -1.8729 1.196
H -0.0173 -3.0245 -1.5483 -0.163
```

Summary:
Total charge   -1
E_LUMO   2.17 eV
HOMO energy   -2.44 eV
Frontier orbital gap   4.613 eV